Record 1
Computed, not measured: a structure of composition C21H26Cl2N2O5SSi2Te4W, with wB97M-V/def2-TZVPD.

Structure (XYZ):
```
64
Properties=species:S:1:pos:R:3:forces:R:3
W 0.2787 0.0021 -0.8810 0.1 0.0 -0.1
Cl -0.1351 4.5784 -3.0906 0.0 0.0 0.0
C -0.1107 3.0423 -3.9079 0.0 0.0 0.0
C -0.1864 3.0069 -5.3096 0.0 0.0 0.0
C -0.1715 1.8145 -5.9714 0.0 0.0 0.0
Cl -0.2792 1.8100 -7.7184 0.0 0.0 0.0
C -0.0674 0.5856 -5.2757 0.0 0.0 0.0
C -0.0211 -0.7020 -5.8497 0.0 0.0 0.0
C 0.1036 -1.7816 -5.0287 0.0 0.0 0.0
C 0.1773 -1.6118 -3.6351 0.0 0.0 0.0
N 0.1632 -0.4247 -3.0751 0.0 -0.1 0.0
C 0.0321 0.6597 -3.8821 0.0 0.0 0.0
C -0.0036 1.8827 -3.1692 0.0 0.0 0.0
O 0.0703 1.8215 -1.8730 -0.1 0.0 0.0
H -0.2581 3.9348 -5.8596 0.0 0.0 0.0
H -0.0737 -0.8131 -6.9243 0.0 0.0 0.0
H 0.1595 -2.7872 -5.4212 0.0 0.0 0.0
H 0.2282 -2.4634 -2.9778 0.0 0.0 0.0
Te 2.9992 0.6821 -1.5237 0.0 0.0 0.0
Te 3.6181 0.4596 -4.0864 0.0 0.0 0.0
Te 2.9109 -3.5384 -2.6207 0.0 0.0 0.0
Te 2.3860 -1.8611 -0.6321 0.0 0.0 0.0
O -2.5354 -1.0874 -2.7147 0.0 0.0 0.0
S -2.2416 -1.0862 -1.3031 0.0 0.0 0.1
O -3.2519 -1.7070 -0.4841 0.0 0.0 0.0
O -1.8723 0.3025 -0.7976 0.0 0.1 0.0
O -0.8522 -1.7498 -1.0309 0.1 0.1 0.0
C 2.9776 0.0683 2.1838 0.0 0.0 0.0
Si 1.3952 -0.8779 2.5980 0.0 -0.1 0.0
C 1.3886 -0.4381 4.4556 0.0 0.0 0.0
C 1.5584 -2.7608 2.6015 0.0 0.0 0.0
C -0.0859 -0.3175 1.5824 0.0 0.0 0.0
C -0.0025 1.1430 1.6818 0.0 0.0 0.0
C -0.3096 2.0093 2.7413 0.0 0.0 0.0
C -0.0104 3.3508 2.6288 0.0 0.0 0.1
C 0.5845 3.8254 1.4643 0.0 0.1 0.0
C 0.8113 2.9441 0.4305 0.0 0.0 -0.1
N 0.5057 1.6460 0.5412 0.0 0.0 0.1
Si -1.6727 -1.0564 2.3032 0.0 0.0 0.1
C -1.8752 -2.8623 1.8306 0.0 0.0 0.0
C -3.1743 0.0418 2.0313 0.0 0.0 0.0
C -1.7159 -1.1912 4.2153 0.0 0.0 0.0
H 3.8326 -0.4671 2.6080 0.0 0.0 0.0
H 2.9153 1.0393 2.6878 0.0 0.0 0.0
H 3.1966 0.2616 1.1390 0.0 0.0 0.0
H 2.4145 -0.6008 4.8052 0.0 0.0 0.0
H 0.7282 -1.0375 5.0763 0.0 0.0 0.0
H 1.1619 0.6174 4.6265 0.0 0.0 0.0
H 2.6094 -3.0591 2.6383 0.0 0.0 0.0
H 1.1055 -3.2327 1.7302 0.0 0.0 0.0
H 1.0606 -3.1557 3.4927 0.0 0.0 0.0
H -0.7621 1.6054 3.6364 0.0 0.0 0.0
H -0.2297 4.0285 3.4460 0.0 0.0 0.0
H 0.8463 4.8676 1.3440 0.0 0.0 0.0
H 1.2153 3.2640 -0.5185 0.0 0.0 0.0
H -1.5008 -3.0694 0.8313 0.0 0.0 0.0
H -2.9331 -3.1333 1.8485 0.0 0.0 0.0
H -1.3418 -3.4896 2.5510 0.0 0.0 0.0
H -3.4430 0.1334 0.9856 0.0 0.0 0.0
H -2.9880 1.0432 2.4315 0.0 0.0 0.0
H -4.0215 -0.3832 2.5794 0.0 0.0 0.0
H -1.0561 -1.9692 4.6014 0.0 0.0 0.0
H -2.7427 -1.4906 4.4552 0.0 0.0 0.0
H -1.5088 -0.2658 4.7582 0.0 0.0 0.0
```
Positions in Å, forces in eV/Å.

Calculated values
Total charge: -2
HOMO (eV): -1.6
Relative energy (zero: lowest compared OMol25 entry of this formula, charge and spin) (kcal/mol): 0.0
Total energy (a.u.): -4338.579042
Multiplicity: 1
Orbital gap (eV): 5.59

=====

Record 2
Computed, not measured: a structure of composition C25H72B3N18O38P at a distorted geometry, with wB97M-V/def2-TZVPD.

Structure (XYZ):
```
157
Properties=species:S:1:pos:R:3:forces:R:3
C -0.4775 0.4896 2.2040 -0.1 -0.2 0.6
C 0.1277 -0.8895 1.9568 -0.1 0.0 -0.7
C 1.0269 -1.0168 0.6852 0.0 0.1 0.3
B 1.3754 0.3169 -0.0474 0.7 -0.4 -0.4
O 1.8912 1.4556 0.5661 -0.7 -0.1 0.3
B 1.4225 2.6559 0.0531 0.6 0.4 -0.2
C 0.9424 3.8418 0.9288 0.2 0.7 0.2
C 1.9633 5.0236 0.9209 0.0 0.1 0.3
C 2.3964 5.5067 2.3223 0.1 -0.4 0.1
C 3.9049 5.3760 2.5221 -0.5 0.4 0.3
N 4.3208 6.0803 3.7440 0.0 -0.3 -0.2
O 1.3759 2.7708 -1.3518 -0.9 -0.2 0.4
B 0.6945 1.6477 -1.8199 0.4 -0.2 -0.2
P -0.8485 1.7256 -2.9441 0.3 0.2 -0.8
C -1.9692 2.9108 -2.1044 -0.1 -0.1 0.0
O -1.6132 0.2785 -2.6802 0.0 0.0 0.4
O 1.1719 0.4022 -1.4298 -0.6 0.2 0.3
H -1.1159 0.4293 3.0903 -0.1 0.0 -0.1
H -1.1237 0.8133 1.3836 0.2 0.1 -0.1
H 0.2732 1.2460 2.4303 0.0 0.0 -0.2
H 0.6591 -1.2618 2.8257 0.0 0.2 0.1
H -0.7078 -1.5782 1.8167 0.1 -0.1 0.1
H 1.9590 -1.5194 0.9717 0.0 0.0 -0.1
H 0.5445 -1.6709 -0.0421 0.1 0.0 0.0
H 0.7330 3.5479 1.9574 0.1 -0.1 0.0
H 0.0021 4.2361 0.5443 0.0 -0.2 -0.1
H 1.5358 5.8733 0.3890 0.0 -0.1 -0.2
H 2.8724 4.7486 0.3775 0.0 0.0 -0.1
H 1.9203 4.8894 3.0915 -0.1 0.1 0.0
H 2.0836 6.5351 2.5141 0.1 0.0 -0.1
H 4.1296 4.3031 2.5580 0.2 0.0 -0.2
H 4.3996 5.8419 1.6668 0.2 -0.1 0.0
H 3.6402 5.9041 4.4751 0.0 0.0 0.0
H 5.1984 5.6904 4.0677 0.0 0.2 0.1
H -2.4054 3.5580 -2.8626 0.0 0.1 0.1
H -1.4544 3.4991 -1.3462 0.0 0.1 -0.1
H -2.7784 2.3610 -1.6203 0.1 -0.1 0.0
H -1.3215 -0.3699 -3.3247 -0.1 -0.1 -0.1
C -2.2840 -3.7608 5.0872 0.1 -0.1 -0.1
N -1.2879 -2.7688 4.6065 0.0 0.0 0.0
O -0.3641 -3.1605 3.9304 0.0 -0.2 0.1
O -1.4805 -1.6089 4.9184 0.0 0.0 0.1
H -1.9932 -4.7395 4.7230 0.1 0.0 0.0
H -2.2891 -3.7267 6.1723 0.0 0.1 0.0
H -3.2448 -3.4556 4.6910 0.0 0.1 0.1
C -5.5626 -6.3814 3.4840 -0.1 -0.1 0.1
N -5.2244 -4.9380 3.6033 0.0 0.1 0.0
O -5.2405 -4.4308 4.7091 -0.2 -0.2 0.1
O -4.9416 -4.3516 2.5836 0.1 0.0 -0.1
H -5.7869 -6.7626 4.4728 0.0 0.0 0.0
H -6.4213 -6.4556 2.8236 0.0 0.0 -0.1
H -4.7012 -6.8797 3.0498 0.0 0.0 -0.1
C 2.9213 -1.6650 4.5399 0.2 0.1 0.0
N 3.0707 -2.6300 5.6634 -0.1 0.1 -0.1
O 4.1179 -2.6437 6.2795 0.0 0.1 0.0
O 2.1216 -3.3500 5.8875 0.0 -0.1 0.1
H 3.8390 -1.0951 4.4556 0.0 0.0 0.0
H 2.7237 -2.2453 3.6423 -0.1 0.0 0.0
H 2.0735 -1.0270 4.7719 -0.1 -0.1 0.0
C -5.7727 -1.8001 -0.0280 0.2 0.0 0.2
N -7.2219 -2.0733 0.1521 0.2 0.0 0.0
O -7.5487 -3.1608 0.5802 -0.1 0.0 0.0
O -7.9986 -1.1860 -0.1446 -0.1 0.0 0.0
H -5.2188 -2.6801 0.2758 -0.1 0.0 0.0
H -5.6189 -1.5775 -1.0755 0.0 0.1 0.0
H -5.5164 -0.9431 0.5893 -0.1 0.1 0.0
C 3.9242 -5.8327 6.4125 0.1 0.0 0.0
N 4.7248 -7.0540 6.1198 0.0 0.0 0.0
O 5.8941 -6.9125 5.8290 0.0 0.0 0.0
O 4.1476 -8.1198 6.1889 0.0 0.0 0.0
H 4.5629 -4.9656 6.3161 0.1 0.0 0.0
H 3.1064 -5.8022 5.6999 -0.1 -0.1 0.1
H 3.5456 -5.9280 7.4251 -0.1 0.0 0.0
C -4.0921 4.7477 2.0907 0.4 0.1 0.0
N -3.2927 3.5759 1.6497 0.0 -0.1 -0.1
O -2.1446 3.7667 1.2946 -0.1 0.0 0.0
O -3.8275 2.4857 1.6747 0.0 0.0 0.0
H -3.4769 5.6299 2.0114 0.0 -0.2 -0.1
H -4.9611 4.8166 1.4443 -0.1 -0.1 0.1
H -4.3911 4.5624 3.1159 0.0 0.0 -0.2
C 4.3101 1.7657 -2.5359 -0.1 0.1 0.0
N 5.7693 2.0132 -2.3805 0.0 0.0 0.0
O 6.1262 3.0968 -1.9790 0.0 0.0 0.0
O 6.5216 1.0990 -2.6683 -0.1 0.0 0.0
H 3.7710 2.6591 -2.2461 0.0 0.0 0.0
H 4.1304 1.5210 -3.5788 0.0 -0.1 0.0
H 4.0523 0.9293 -1.8929 0.0 -0.1 -0.1
C -2.1588 9.2626 1.3053 0.1 0.0 -0.1
N -2.9973 8.0336 1.3478 0.0 0.2 0.1
O -3.0973 7.3786 0.3336 0.0 0.0 0.0
O -3.5303 7.7703 2.4093 0.0 0.2 -0.1
H -1.7551 9.3645 0.3053 0.0 0.0 0.0
H -2.8002 10.0995 1.5636 0.0 0.0 0.1
H -1.3704 9.1424 2.0421 0.0 0.0 0.1
C 2.8113 -5.4301 -0.1685 0.0 -0.1 -0.1
N 1.6319 -4.6280 0.2594 0.0 0.0 0.0
O 0.7543 -4.4343 -0.5526 0.0 0.0 0.0
O 1.6324 -4.2213 1.4027 0.0 0.0 0.1
H 2.6693 -5.7204 -1.2025 0.0 0.0 0.0
H 3.6899 -4.8036 -0.0489 0.0 0.0 0.1
H 2.8679 -6.2964 0.4833 0.0 0.0 0.1
C -8.1175 1.4560 -2.5626 -0.1 0.1 0.1
N -6.6513 1.4744 -2.3086 0.0 0.0 0.0
O -6.1774 2.4584 -1.7822 0.0 0.0 0.0
O -6.0279 0.4926 -2.6522 0.0 0.0 0.0
H -8.5386 2.3899 -2.2106 0.1 0.0 0.0
H -8.2570 1.3372 -3.6328 0.0 -0.1 0.0
H -8.5261 0.6079 -2.0199 0.1 -0.1 0.0
C -7.7763 -4.0498 -3.4329 0.1 0.2 0.1
N -6.3034 -4.0460 -3.2032 -0.1 0.0 0.0
O -5.8104 -3.0462 -2.7171 0.0 -0.1 -0.1
O -5.6906 -5.0428 -3.5140 0.0 0.0 0.0
H -8.1689 -3.0963 -3.1017 0.0 0.0 0.0
H -7.9432 -4.2038 -4.4924 0.0 -0.1 0.0
H -8.1898 -4.8688 -2.8572 0.0 -0.1 0.0
C -6.1314 1.9377 5.0203 0.0 -0.1 0.1
N -6.2023 3.4238 4.9740 0.0 -0.1 -0.1
O -6.3265 4.0273 6.0154 0.0 0.0 0.0
O -6.1201 3.9324 3.8717 -0.4 -0.1 0.3
H -6.2118 1.6252 6.0543 0.0 0.0 0.0
H -6.9539 1.5571 4.4227 0.0 0.0 -0.1
H -5.1792 1.6456 4.5860 0.0 0.0 -0.1
C 8.0312 -1.1339 -4.1235 -0.1 0.1 -0.1
N 8.0031 -1.9321 -5.3800 0.0 0.0 0.0
O 7.2277 -1.5957 -6.2516 0.1 0.0 0.1
O 8.7596 -2.8788 -5.4582 0.1 0.0 0.0
H 7.3094 -0.3351 -4.2040 0.0 0.0 0.0
H 7.7858 -1.8066 -3.3076 0.1 0.0 0.0
H 9.0388 -0.7446 -4.0089 0.0 -0.1 0.0
C 11.7624 -1.3208 -6.0857 -0.1 0.1 0.0
N 12.9415 -0.8504 -5.3075 0.0 0.0 0.0
O 13.1064 0.3465 -5.1983 0.0 0.0 0.0
O 13.6570 -1.7048 -4.8317 0.0 0.0 0.0
H 11.2227 -0.4526 -6.4458 0.0 0.0 0.0
H 12.1335 -1.9234 -6.9086 0.0 -0.1 0.1
H 11.1494 -1.9219 -5.4202 0.1 -0.1 0.0
C 7.2281 7.0899 -0.7563 0.0 -0.1 -0.1
N 6.1498 7.9708 -0.2274 0.0 0.0 0.0
O 5.2174 8.2256 -0.9611 0.0 0.0 0.0
O 6.2774 8.3699 0.9097 0.0 0.0 0.0
H 6.9760 6.8129 -1.7726 0.0 0.0 0.0
H 8.1551 7.6534 -0.7153 0.0 0.0 0.1
H 7.2804 6.2188 -0.1105 0.0 0.0 0.0
C -11.9136 -6.3750 -3.6524 0.0 -0.1 0.0
N -10.7028 -5.6208 -4.0778 -0.1 0.0 0.0
O -9.8805 -6.1987 -4.7541 0.0 0.0 0.0
O -10.6233 -4.4639 -3.7142 -0.1 0.0 0.0
H -11.8444 -7.3807 -4.0486 0.0 0.0 0.0
H -11.9304 -6.3745 -2.5669 0.0 0.1 0.0
H -12.7766 -5.8492 -4.0488 0.0 0.1 0.1
C 5.7826 -2.8433 -8.6511 0.1 0.0 -0.2
N 4.6337 -2.7334 -9.5920 0.0 0.0 0.0
O 4.8597 -2.8216 -10.7806 0.0 0.0 0.0
O 3.5390 -2.5590 -9.0991 0.0 0.0 0.0
H 6.6850 -2.9963 -9.2303 0.0 0.0 0.0
H 5.8303 -1.9228 -8.0850 -0.1 0.0 0.1
H 5.5856 -3.6861 -7.9962 0.0 0.1 0.1
```
Positions in Å, forces in eV/Å.

Calculated values
HOMO (eV): -7.9
Total energy (a.u.): -5255.045250
Multiplicity: 1
Orbital gap (eV): 7.66

=====

Record 3
Computed, not measured: a structure of composition C3H6KO4 at a distorted geometry, with wB97M-V/def2-TZVPD.

Structure (XYZ):
```
14
Properties=species:S:1:pos:R:3:forces:R:3
O 1.9640 -0.6157 -0.9823 0.1 0.0 -0.3
C 1.5098 -0.8338 0.3365 0.0 0.1 0.4
C 0.1342 -0.2359 0.5034 -0.6 0.4 -0.2
H 2.8610 -0.9469 -1.0700 0.0 0.0 0.1
H 2.1952 -0.3809 1.0718 -0.1 0.0 -0.1
H 1.4380 -1.9120 0.5576 0.0 0.1 -0.1
H -0.2520 -0.5357 1.4920 0.1 0.1 0.0
H -0.5486 -0.6650 -0.2478 0.2 0.3 0.0
O 0.2154 1.1901 0.4378 1.6 -1.1 0.0
C -0.9323 1.9282 0.5423 -1.8 0.0 1.0
O -0.9476 2.7838 1.4301 0.4 0.3 -0.3
O -1.8884 1.5966 -0.2076 0.0 -0.1 -0.4
K -3.4679 0.1862 -1.4752 0.2 0.3 0.1
H -2.2808 -1.5589 -2.3886 -0.1 -0.4 -0.2
```
Positions in Å, forces in eV/Å.

Calculated values
Total charge: -1
HOMO (spin up / spin down) (eV): -2.9 / -2.9
Relative energy (zero: lowest compared OMol25 entry of this formula, charge and spin) (kcal/mol): 0.0
Total energy (a.u.): -1018.811689
Multiplicity: 1
Orbital gap (spin up / spin down) (eV): 5.17 / 5.17